Molecular formula: C34H75Cl2O21PS5
Method: DFT, ωB97M-V/def2-TZVPD

Geometry as XYZ:
```
138
Properties=species:S:1:pos:R:3:forces:R:3:lowdin_charge:R:1
C -2.42937 8.93361 2.44226 0.1 0.0 -0.1 -0.11
C -1.05944 8.37986 2.83588 0.0 -0.1 0.0 -0.27
C -0.16733 8.06618 1.63740 0.1 0.0 0.0 -0.21
C -0.80522 7.05580 0.67995 0.1 0.1 -0.1 -0.19
C 0.25369 6.29733 -0.12294 0.1 0.1 0.1 -0.16
C -0.30282 5.17993 -1.05195 0.0 -0.1 0.0 -0.41
C -0.24871 5.68853 -2.49892 0.1 -0.2 -0.1 -0.19
S -1.11835 7.19171 -2.88721 0.3 0.0 0.0 0.69
O -2.49091 7.12097 -2.48201 0.0 0.1 -0.2 -0.32
O -0.72824 7.51700 -4.23524 -0.3 0.0 0.2 -0.34
O -1.65646 4.93893 -0.71208 0.1 -0.1 0.1 -0.03
C -1.94107 3.59188 -0.40519 0.2 -0.1 0.2 -0.43
O -2.87214 3.70319 0.63675 0.2 -0.2 0.1 0.05
C -2.57968 2.93267 -1.65825 -0.1 0.0 -0.1 -0.08
C -4.10831 2.99307 -1.70985 0.1 0.1 -0.1 -0.17
C -4.63054 4.42073 -1.89343 -0.1 -0.1 0.1 -0.15
C -6.10544 4.58404 -1.51301 0.0 0.1 0.0 -0.21
O -6.82414 3.37124 -1.67824 0.1 -0.1 -0.1 -0.21
C -7.80497 3.14887 -0.69960 -0.1 0.1 0.0 -0.12
C -0.53057 3.01328 0.10678 -0.1 -0.1 -0.2 -0.26
C -0.28791 3.52975 1.55094 0.0 0.1 -0.2 -0.17
C 0.91703 2.96312 2.32829 0.1 -0.1 0.0 -0.70
C 0.57965 1.93907 3.40497 -0.1 0.0 0.0 -0.13
Cl 1.78048 4.35163 3.12487 -0.1 0.0 0.0 0.60
C -0.40779 1.46050 0.08569 -0.2 0.2 0.0 -0.11
P -1.68590 0.45160 0.86868 -0.4 0.0 -0.3 0.46
O -2.90717 0.20547 0.07592 0.2 0.1 0.1 -0.27
O -0.87351 -0.88903 1.21246 -0.2 0.1 0.2 -0.12
O -2.05262 1.11914 2.28580 0.0 -0.3 0.0 -0.13
C 0.40990 3.75023 -0.92449 0.0 0.1 0.3 -0.51
Cl 2.11300 3.95729 -0.36816 0.0 0.1 -0.1 0.83
C 0.57337 3.03618 -2.27122 -0.1 0.0 -0.1 -0.25
O 1.40438 1.91312 -2.15264 -0.1 -0.1 0.2 -0.20
C 1.36032 1.09161 -3.30883 0.0 0.0 -0.1 -0.26
C 2.57150 0.18707 -3.28357 -0.1 0.1 0.1 -0.06
H -2.90131 9.46676 3.26843 0.0 -0.1 0.0 0.07
H -3.10358 8.13928 2.11683 0.0 0.0 0.0 0.07
H -2.33659 9.63700 1.60845 0.0 0.0 0.1 0.07
H -1.18884 7.45474 3.40943 0.0 0.1 0.0 0.11
H -0.54866 9.08231 3.49985 0.0 0.0 -0.1 0.10
H 0.78891 7.67007 1.99764 0.0 0.0 0.0 0.11
H 0.05863 8.99801 1.10586 0.0 0.0 0.0 0.11
H -1.40422 6.34070 1.24732 0.0 0.0 0.0 0.12
H -1.48864 7.57020 -0.00156 -0.2 -0.1 0.1 0.10
H 0.81629 7.01497 -0.73144 0.1 -0.1 0.0 0.12
H 0.99479 5.89932 0.56584 0.0 0.0 0.0 0.05
H -0.67045 4.98684 -3.22178 -0.1 0.0 0.0 0.11
H 0.78275 5.89738 -2.79384 0.0 0.0 0.0 0.12
H -0.49261 8.06927 -2.06755 -0.1 0.1 0.0 0.08
H -3.30304 2.84924 0.76219 -0.1 0.0 -0.1 0.09
H -2.27316 1.89936 -1.78946 0.1 -0.2 0.1 0.10
H -2.20575 3.49698 -2.51809 -0.1 -0.1 0.0 0.12
H -4.54315 2.52303 -0.82899 0.0 0.0 0.1 0.10
H -4.43321 2.36482 -2.54247 0.0 0.1 0.0 0.12
H -4.47957 4.73183 -2.93005 0.1 0.0 0.0 0.12
H -4.04576 5.09337 -1.26447 0.0 0.1 -0.2 0.10
H -6.18603 4.92494 -0.47307 0.0 -0.1 0.0 0.12
H -6.57517 5.34634 -2.14587 0.0 0.1 0.1 0.12
H -7.36155 2.94087 0.28342 0.0 0.0 0.0 0.09
H -8.48230 4.00708 -0.59826 0.0 0.0 0.0 0.09
H -8.38680 2.28456 -1.01889 0.0 0.0 0.1 0.09
H -1.19154 3.36253 2.12487 -0.1 -0.1 0.1 0.11
H -0.16382 4.60392 1.50653 -0.1 0.0 0.0 0.07
H 1.66191 2.55486 1.65092 0.0 0.0 0.1 0.04
H 1.35101 1.92710 4.17255 0.1 -0.1 -0.1 0.06
H -0.37700 2.16578 3.87636 0.1 0.0 0.0 0.08
H 0.50729 0.93788 2.97091 0.0 0.1 0.0 0.07
H -0.42241 1.06638 -0.93308 0.0 0.0 0.0 0.10
H 0.55366 1.14864 0.50012 0.0 0.1 0.0 0.11
H -1.47831 -1.55729 1.57693 0.2 -0.1 -0.2 0.08
H -2.81705 0.66118 2.67200 0.1 0.2 -0.1 0.11
H 1.03500 3.72836 -2.98038 0.0 0.0 -0.1 0.12
H -0.40902 2.74437 -2.65610 0.1 0.0 0.0 0.12
H 0.42090 0.51830 -3.30881 0.0 0.0 -0.1 0.12
H 1.36037 1.71952 -4.21023 0.0 0.0 0.0 0.12
H 2.61669 -0.42237 -4.18670 0.0 0.0 0.0 0.08
H 3.47450 0.79594 -3.21720 0.0 0.0 -0.1 0.09
H 2.55178 -0.45737 -2.40590 0.0 0.0 -0.1 0.06
O -2.74855 -4.27867 2.94714 0.0 0.1 0.1 -0.30
S -2.27440 -5.62420 3.11973 0.0 0.0 -0.2 0.56
O -2.45754 -6.27474 4.37867 -0.1 0.0 0.0 -0.27
O -0.73976 -5.67275 2.72143 0.0 -0.1 0.0 -0.26
C 0.15236 -4.74971 3.39323 0.1 0.2 0.0 -0.25
C 0.45982 -5.14502 4.82030 -0.1 -0.1 0.0 -0.07
C -2.89367 -6.61411 1.81370 -0.1 -0.1 0.0 -0.11
H -0.27290 -3.74649 3.33051 0.0 0.0 0.0 0.11
H 1.04616 -4.77966 2.77850 0.1 0.0 -0.1 0.12
H -0.42157 -5.08108 5.45504 0.0 0.0 0.0 0.07
H 1.22337 -4.47427 5.21596 0.0 0.0 0.0 0.08
H 0.83585 -6.16683 4.86148 0.0 0.0 0.0 0.09
H -2.72371 -6.08884 0.87806 0.0 0.0 0.0 0.07
H -3.96164 -6.72684 1.99222 0.0 0.0 0.0 0.08
H -2.40298 -7.58319 1.82156 0.0 0.0 0.0 0.08
O -5.91465 -6.65207 -0.16107 0.0 -0.1 0.1 -0.29
S -5.93747 -6.24247 -1.53581 0.0 0.2 0.1 0.56
O -4.84243 -6.61617 -2.37768 0.0 0.0 0.0 -0.28
O -6.16319 -4.67773 -1.59412 0.0 0.0 -0.1 -0.26
C -5.30013 -3.82935 -0.78609 0.0 0.1 0.2 -0.23
C -3.90889 -3.67702 -1.35721 0.0 -0.1 0.0 -0.06
C -7.44878 -6.72123 -2.29172 0.0 0.0 0.0 -0.12
H -5.28758 -4.22215 0.23138 0.0 0.0 0.0 0.11
H -5.82487 -2.87710 -0.77598 0.0 0.0 0.0 0.12
H -3.35804 -4.61659 -1.33767 0.0 0.0 0.0 0.07
H -3.36867 -2.93605 -0.76628 0.0 0.0 0.0 0.07
H -3.95337 -3.33251 -2.38988 0.0 0.0 0.0 0.09
H -8.27349 -6.41752 -1.65374 0.0 0.0 0.0 0.08
H -7.41247 -7.80411 -2.38868 0.0 0.0 0.0 0.08
H -7.50807 -6.25296 -3.27021 0.0 0.0 0.0 0.08
O 4.25657 -1.47071 -0.99859 0.0 0.1 0.0 -0.28
S 5.08201 -2.27603 -0.14790 0.1 -0.1 0.0 0.56
O 5.77668 -1.65166 0.93477 0.0 0.0 0.0 -0.27
O 6.08710 -3.10590 -1.03939 0.1 0.0 0.1 -0.27
C 6.93367 -2.38896 -1.97456 0.1 0.0 -0.2 -0.24
C 8.07224 -1.65918 -1.29798 0.0 0.0 0.1 -0.07
C 4.16118 -3.63820 0.46017 -0.1 -0.1 0.1 -0.12
H 6.30663 -1.71817 -2.56384 0.0 0.0 0.0 0.11
H 7.30417 -3.17737 -2.62567 0.0 0.0 0.0 0.12
H 7.71475 -0.84509 -0.67029 0.0 0.0 0.0 0.07
H 8.72946 -1.24525 -2.06356 0.0 0.0 0.0 0.08
H 8.64598 -2.34519 -0.67549 0.0 0.0 0.0 0.09
H 3.64391 -4.11182 -0.37010 0.0 0.0 0.0 0.07
H 3.44633 -3.22840 1.16997 0.0 0.0 0.0 0.07
H 4.84143 -4.33180 0.95120 0.0 0.0 0.0 0.06
O 7.79606 -6.26896 -1.25302 0.0 0.1 0.0 -0.27
S 7.13549 -7.05344 -0.25386 0.0 0.0 -0.1 0.56
O 6.69083 -6.41811 0.95062 0.0 0.0 0.0 -0.28
O 8.03915 -8.30442 0.09654 -0.1 0.0 0.1 -0.26
C 9.42262 -8.05115 0.46458 0.2 0.0 -0.1 -0.24
C 9.57033 -7.49643 1.86340 -0.1 0.0 0.0 -0.07
C 5.79174 -7.93459 -0.96720 0.0 0.0 0.0 -0.12
H 9.86214 -7.39407 -0.28650 0.0 0.0 0.0 0.11
H 9.88788 -9.03006 0.37538 0.0 0.0 0.0 0.12
H 9.14202 -6.49966 1.94973 0.0 0.0 0.0 0.07
H 10.63121 -7.44027 2.10904 0.0 0.0 0.0 0.08
H 9.07688 -8.14388 2.58774 0.0 0.0 0.0 0.09
H 6.13462 -8.42939 -1.87114 0.0 0.0 0.0 0.08
H 5.03000 -7.19332 -1.19960 0.0 0.0 0.0 0.07
H 5.41865 -8.64967 -0.23930 0.0 0.0 0.0 0.08
```
Positions in Å, forces in eV/Å.

Values from the calculation:
**Charge**: 0
**HOMO-LUMO gap**: 9.45 eV
**Strongest force on any atom**: 0.5 eV/A
**E_tot**: -6173.22224 hartree
**SMILES**: CCCCC[C@]1(C[SH](=O)=O)O[C@@](O)(CCCCOC)[C@@](C[C@H](C)Cl)(CP(=O)(O)O)[C@@]1(Cl)COCC.CCOS(C)(=O)=O.CCOS(C)(=O)=O.CCOS(C)(=O)=O.CCOS(C)(=O)=O

=====

Molecular formula: C2H3F3NO5S2
Method: DFT, ωB97M-V/def2-TZVPD

Geometry as XYZ:
```
16
Properties=species:S:1:pos:R:3:forces:R:3:lowdin_charge:R:1
C 0.40289 -0.17730 -2.53294 1.2 -0.5 4.1 -0.16
C 1.04239 1.07561 2.25926 -0.9 -1.6 0.1 -0.69
N -1.80159 -1.68767 0.30381 -3.3 -2.4 1.1 0.21
O -2.83436 -1.78782 0.67167 2.3 0.2 -1.2 0.32
O -0.08485 1.12243 -0.30934 0.6 0.0 1.7 -0.47
O -1.84588 -0.43980 -1.18577 -0.4 0.8 -0.7 -0.47
O 1.06858 -0.98186 0.35537 0.3 0.2 0.1 -0.19
O -1.00416 -0.34336 1.47178 -0.7 0.7 1.3 -0.25
F 1.27413 0.10243 3.13765 -0.1 0.4 0.1 0.18
F 0.20007 1.94888 2.73132 0.1 0.1 -0.2 0.23
F 2.13605 1.56817 1.83148 1.2 1.0 -0.4 0.25
S -0.94496 0.66285 -1.61664 0.1 -0.6 -2.0 1.06
S 0.23596 0.03555 0.88102 0.9 0.7 -0.7 0.76
H 1.34598 0.27765 -2.12122 -0.8 -0.6 -0.4 0.09
H 0.36715 -1.26518 -2.33668 0.0 0.6 0.4 0.09
H 0.44261 -0.11059 -3.54077 -0.7 1.0 -3.3 0.02
```
Positions in Å, forces in eV/Å.

Values from the calculation:
**Charge**: +1
**HOMO-LUMO gap**: 9.10 eV
**Strongest force on any atom**: 4.3 eV/A
**E_tot**: -1604.48834 hartree
**Energy above the lowest of the compared OMol25 structures with the same formula, charge and spin**: 0.712 eV

=====

Repeat the second record exactly.
Molecular formula: C2H3F3NO5S2
Method: DFT, ωB97M-V/def2-TZVPD

Geometry as XYZ:
```
16
Properties=species:S:1:pos:R:3:forces:R:3:lowdin_charge:R:1
C 0.40289 -0.17730 -2.53294 1.2 -0.5 4.1 -0.16
C 1.04239 1.07561 2.25926 -0.9 -1.6 0.1 -0.69
N -1.80159 -1.68767 0.30381 -3.3 -2.4 1.1 0.21
O -2.83436 -1.78782 0.67167 2.3 0.2 -1.2 0.32
O -0.08485 1.12243 -0.30934 0.6 0.0 1.7 -0.47
O -1.84588 -0.43980 -1.18577 -0.4 0.8 -0.7 -0.47
O 1.06858 -0.98186 0.35537 0.3 0.2 0.1 -0.19
O -1.00416 -0.34336 1.47178 -0.7 0.7 1.3 -0.25
F 1.27413 0.10243 3.13765 -0.1 0.4 0.1 0.18
F 0.20007 1.94888 2.73132 0.1 0.1 -0.2 0.23
F 2.13605 1.56817 1.83148 1.2 1.0 -0.4 0.25
S -0.94496 0.66285 -1.61664 0.1 -0.6 -2.0 1.06
S 0.23596 0.03555 0.88102 0.9 0.7 -0.7 0.76
H 1.34598 0.27765 -2.12122 -0.8 -0.6 -0.4 0.09
H 0.36715 -1.26518 -2.33668 0.0 0.6 0.4 0.09
H 0.44261 -0.11059 -3.54077 -0.7 1.0 -3.3 0.02
```
Positions in Å, forces in eV/Å.

Values from the calculation:
**Charge**: +1
**HOMO-LUMO gap**: 9.10 eV
**Strongest force on any atom**: 4.3 eV/A
**E_tot**: -1604.48834 hartree
**Energy above the lowest of the compared OMol25 structures with the same formula, charge and spin**: 0.712 eV

=====

- What is the E_tot in the second record?
  -1604.48834 hartree